DFT (the ωB97M-V functional and the def2-TZVPD basis) results for C49H42BrCrN6O8SSb as an isolated structure in a non-equilibrium geometry.

Each line ends with the Löwdin spin population.
Element x y z (Å)
Cr 16.67 -18.68 4.72  2.933
C 19.69 -18.32 8.67  0.000
O 18.94 -18.36 7.45  0.001
C 18.20 -19.42 7.18  0.004
O 17.74 -19.70 6.08  0.017
N 18.07 -20.30 8.20  0.000
N 17.41 -21.51 8.05  0.000
H 20.38 -17.51 8.61  0.000
H 20.35 -19.22 8.79  0.000
H 19.10 -18.17 9.51  0.000
H 18.41 -20.10 9.11  0.000
H 16.45 -21.29 7.69  0.000
H 17.51 -22.05 8.84  0.000
C 18.36 -15.23 -2.74  0.000
O 19.65 -14.76 -2.50  0.000
C 20.40 -15.39 -1.53  0.000
C 21.47 -14.67 -0.93  0.000
C 22.30 -15.40 -0.08  0.000
C 22.04 -16.69 0.27  0.000
C 20.90 -17.30 -0.24  0.000
C 20.14 -16.70 -1.14  0.000
N 22.96 -17.50 1.06  0.001
N 22.61 -17.89 2.16  0.002
C 21.36 -17.58 2.73  0.009
C 21.05 -16.36 3.27  -0.003
C 19.86 -16.12 3.94  0.010
C 18.92 -17.16 4.07  -0.004
O 17.84 -17.09 4.77  0.022
C 19.22 -18.36 3.44  0.002
N 18.21 -19.32 3.47  -0.029
C 18.38 -20.45 2.77  0.009
C 19.60 -20.76 2.15  -0.002
C 20.61 -19.90 2.26  0.009
C 20.40 -18.61 2.74  -0.001
H 17.99 -14.49 -3.50  0.000
H 17.78 -15.27 -1.80  0.000
H 18.28 -16.19 -3.24  0.000
H 21.71 -13.67 -1.25  0.000
H 23.21 -15.01 0.34  0.000
H 20.74 -18.38 0.05  0.000
H 19.31 -17.21 -1.70  0.000
H 21.84 -15.63 3.18  0.000
H 19.78 -15.20 4.52  0.001
H 17.59 -21.19 2.87  0.000
H 19.79 -21.75 1.88  0.000
H 21.64 -20.12 1.92  0.000
O 15.12 -20.75 6.49  0.008
C 15.45 -21.26 5.40  0.006
O 15.93 -20.55 4.47  0.010
C 15.33 -22.73 5.34  -0.001
C 15.06 -23.43 6.54  0.001
C 14.88 -24.84 6.54  0.000
C 14.92 -25.44 5.28  0.001
O 14.88 -26.76 5.01  0.000
C 14.94 -26.93 3.63  0.000
O 15.16 -25.63 2.99  0.000
C 15.16 -24.77 4.07  0.000
C 15.32 -23.39 4.10  0.000
H 15.16 -22.86 7.48  0.000
H 14.68 -25.43 7.41  0.000
H 13.99 -27.35 3.25  0.000
H 15.74 -27.64 3.40  0.000
H 15.47 -22.84 3.14  0.000
Br 15.09 -16.84 -1.42  0.002
C 15.31 -17.33 0.35  0.005
C 14.99 -18.59 0.72  -0.002
C 15.34 -18.95 2.03  0.004
N 15.85 -18.07 2.88  -0.018
C 16.17 -16.80 2.49  0.005
C 16.03 -16.46 1.17  -0.002
H 14.60 -19.36 0.04  0.000
H 15.27 -19.88 2.56  0.000
H 16.56 -16.19 3.24  0.000
H 16.30 -15.49 0.82  0.000
S 14.79 -17.57 5.91  -0.005
Sb 13.35 -18.97 6.94  0.004
C 12.21 -20.24 5.74  0.001
C 11.16 -21.06 6.15  0.000
C 10.51 -21.84 5.21  0.000
C 10.91 -21.83 3.82  0.000
C 12.02 -21.09 3.47  0.000
C 12.59 -20.19 4.38  0.000
C 11.77 -17.71 7.65  -0.002
C 11.50 -16.53 6.91  -0.001
C 10.46 -15.70 7.38  0.000
C 9.78 -15.98 8.55  0.000
C 10.11 -17.12 9.27  0.000
C 11.08 -17.98 8.80  0.000
C 14.17 -19.65 8.77  0.001
C 13.97 -20.92 9.28  0.000
C 14.54 -21.26 10.51  0.000
C 15.33 -20.33 11.21  0.000
C 15.60 -19.11 10.57  0.000
C 15.06 -18.77 9.35  0.001
H 10.78 -21.04 7.24  0.000
H 9.54 -22.29 5.46  0.000
H 10.48 -22.49 3.11  0.000
H 12.36 -21.04 2.44  0.000
H 13.37 -19.43 4.19  0.000
H 12.07 -16.32 6.03  0.000
H 10.31 -14.76 6.88  0.000
H 8.99 -15.32 9.02  0.000
H 9.64 -17.26 10.24  0.000
H 11.39 -18.81 9.44  0.000
H 13.31 -21.66 8.83  0.000
H 14.40 -22.26 10.90  0.000
H 15.86 -20.52 12.15  0.000
H 16.17 -18.39 11.20  0.000
H 15.25 -17.84 8.96  0.000

Results
Net charge: +1
Spin multiplicity: 4
HOMO energy (alpha / beta), eV: -9.54 / -9.60

=====

DFT (the ωB97M-V functional and the def2-TZVPD basis) results for C49H42InN6O5P2S2 as an isolated structure in a non-equilibrium geometry.

Each line ends with the Mulliken charge.
Element x y z (Å)
In -1.50 1.33 0.20  1.765
O -1.48 -2.79 -0.50  -0.988
S -0.38 -1.79 -0.42  1.846
C 0.36 -1.71 -2.06  -0.163
C 0.71 -2.88 -2.63  -0.369
C 1.29 -2.92 -3.90  -0.751
C 1.66 -1.73 -4.51  -1.130
C 1.25 -0.54 -3.94  -0.414
C 0.52 -0.51 -2.76  0.673
P -0.44 0.88 -2.18  -0.075
C 0.78 2.21 -2.48  0.433
C 2.13 2.22 -2.04  -0.180
C 2.86 3.37 -1.84  -0.142
C 2.32 4.63 -2.18  -0.839
C 1.06 4.65 -2.82  -0.685
C 0.36 3.44 -3.11  -0.901
C -1.92 1.02 -3.38  0.028
C -4.26 2.09 -3.32  1.238
C -4.52 1.70 -4.81  -1.056
C -3.61 1.63 -5.84  -0.500
C -2.19 1.59 -5.78  -0.612
C -1.41 1.34 -4.73  -0.770
C 0.92 -2.74 0.36  -0.442
C 0.68 -4.09 0.63  -0.819
C 1.75 -4.92 0.92  -0.760
C 3.03 -4.36 1.18  -0.589
C 3.31 -3.06 0.87  0.076
C 2.22 -2.23 0.55  -0.245
P 2.38 -0.46 0.45  1.416
C 4.10 -0.21 -0.10  0.285
C 4.80 0.91 0.38  -0.770
C 6.08 1.14 -0.21  -0.448
C 6.70 0.23 -1.08  -0.822
C 5.94 -0.89 -1.52  -0.739
C 4.60 -1.04 -1.06  -0.395
C 2.37 0.09 2.14  0.830
C 2.28 1.48 2.40  -0.822
C 2.16 1.92 3.73  -0.765
C 2.29 1.09 4.80  -0.789
C 2.43 -0.25 4.54  -0.064
C 2.42 -0.78 3.26  -1.250
H 0.40 -3.87 -2.23  0.437
H 1.28 -3.85 -4.49  0.427
H 2.11 -1.75 -5.45  0.562
H 1.60 0.42 -4.39  0.346
H 2.60 1.27 -1.82  0.308
H 3.83 3.38 -1.29  0.402
H 2.87 5.52 -1.89  0.439
H 0.62 5.62 -3.03  0.471
H -0.55 3.51 -3.72  0.312
H -4.91 1.42 -2.61  0.299
H -5.60 1.41 -5.04  0.476
H -4.07 1.67 -6.83  0.389
H -1.69 1.76 -6.74  0.481
H -0.36 1.25 -5.02  0.288
H -0.33 -4.43 0.39  0.629
H 1.63 -6.02 1.04  0.483
H 3.77 -5.05 1.64  0.385
H 4.35 -2.74 0.75  0.429
H 4.35 1.60 1.11  0.400
H 6.56 2.03 0.23  0.424
H 7.73 0.42 -1.40  0.402
H 6.36 -1.60 -2.24  0.436
H 3.99 -1.88 -1.37  0.719
H 2.31 2.16 1.56  0.730
H 2.13 2.98 3.96  0.493
H 2.20 1.44 5.82  0.438
H 2.66 -0.93 5.36  0.405
H 2.43 -1.87 3.15  0.191
N -1.53 5.28 1.80  -0.046
C -1.06 4.05 1.96  -0.546
N -1.48 3.31 0.88  -0.161
C -2.23 4.15 0.14  0.561
N -2.21 5.38 0.59  -0.637
C -2.93 3.70 -1.03  0.511
C -3.59 4.69 -1.72  -0.734
N -4.40 4.52 -2.76  -0.511
C -4.87 3.48 -3.35  -0.302
C -2.90 2.04 -2.81  -0.503
N -2.69 2.46 -1.55  0.035
H -1.27 6.10 2.34  0.263
H -0.56 3.61 2.76  0.736
H -3.51 5.70 -1.37  0.540
H -5.76 3.60 -3.97  0.477
H -2.43 0.07 -3.42  1.022
N -1.11 -1.27 3.66  -0.047
C -1.64 -2.32 4.27  0.583
C -0.82 -3.50 4.51  0.125
C -1.40 -4.66 4.93  -0.917
C -2.74 -4.57 5.39  0.140
C -3.57 -3.46 5.32  -0.986
C -3.01 -2.35 4.70  -0.126
S -3.51 -6.11 5.95  1.218
O -2.89 -6.33 7.27  -0.677
O -2.81 -6.85 4.87  -0.715
O -4.97 -6.08 5.96  -0.669
H -1.62 -0.64 3.01  0.012
H -0.12 -1.26 3.61  -0.198
H 0.27 -3.40 4.27  0.231
H -0.82 -5.59 5.05  0.358
H -4.56 -3.55 5.67  0.548
H -3.60 -1.42 4.50  0.315
C -4.01 -0.33 1.15  -0.818
O -2.84 0.34 1.43  -0.405
H -4.50 -0.65 2.09  0.257
H -3.85 -1.27 0.66  0.333
H -4.78 0.21 0.53  0.237

Results
Net charge: +1
HOMO energy (alpha / beta), eV: -7.55 / -7.55

=====

Q: Which value of net charge does entry 1 give?
A: +1